1.
Computed, not measured: a cluster of 7 separate species, C49H37ClN2O27 in total at a distorted geometry, with the ωB97M-V functional and the def2-TZVPD basis.

XYZ file:
```
116
Properties=species:S:1:pos:R:3
C 3.02415 -0.42611 0.26318
C 2.41326 0.62239 -0.65175
O 2.00791 0.00437 -1.85071
C 1.21674 1.30751 0.06154
O 0.14013 1.54247 -0.87802
C -1.07980 1.53930 -0.28100
C -1.30143 2.43147 0.79514
N -2.43669 2.57207 1.42399
C -3.42046 1.73766 0.94347
C -4.68544 1.79646 1.53808
C -5.70470 1.01697 1.11967
C -5.49342 0.10803 0.07301
C -4.26754 0.01715 -0.50689
C -4.07189 -0.99702 -1.60339
C -3.76575 -2.34546 -0.96487
O -4.10915 -2.67352 0.13663
Cl -2.81597 -3.50916 -1.94170
C -3.20030 0.83749 -0.10205
N -1.98720 0.74412 -0.73824
H 2.28692 -0.85043 0.93645
H 3.77568 0.07511 0.86327
H 3.43877 -1.20111 -0.36262
H 3.13348 1.40823 -0.88335
H 1.94446 0.64373 -2.56251
H 0.83991 0.66149 0.84856
H 1.52182 2.25688 0.49658
H -0.47594 3.05018 1.11308
H -4.84985 2.50673 2.33017
H -6.68145 1.07220 1.56852
H -6.27603 -0.53272 -0.29337
H -3.25444 -0.70855 -2.25416
H -4.97887 -1.10970 -2.18846
O 5.40110 -3.07216 2.82011
C 6.31629 -2.83107 2.05410
C 7.68762 -2.60248 2.47902
C 8.63033 -2.32442 1.56926
O 9.90048 -2.10896 1.89225
C 8.31547 -2.23300 0.10321
O 9.22114 -1.95754 -0.66004
C 6.94848 -2.48318 -0.32477
C 6.00580 -2.76725 0.58335
O 4.74171 -3.00696 0.24832
H 7.90429 -2.66583 3.53442
H 10.36513 -1.92914 1.05273
H 6.73630 -2.43221 -1.38340
H 4.27045 -3.18373 1.08514
O -2.09746 -3.20946 -7.11508
C -1.39867 -2.43472 -6.48274
C -0.98954 -2.64276 -5.11458
C -0.23676 -1.73086 -4.48135
O 0.14367 -1.90706 -3.22823
C 0.20431 -0.46313 -5.17138
O 0.86964 0.34277 -4.55122
C -0.18684 -0.27006 -6.55971
C -0.93523 -1.19093 -7.18192
O -1.31979 -1.07094 -8.44778
H -1.31234 -3.54992 -4.62406
H 0.67344 -1.13454 -2.94495
H 0.14825 0.63064 -7.05367
H -1.84307 -1.86969 -8.64976
O -4.24558 4.99881 2.54071
C -3.77436 6.11837 2.50069
C -4.37142 7.25702 3.18055
C -3.80745 8.46708 3.08256
O -4.30286 9.54477 3.68051
C -2.55980 8.69530 2.27933
O -2.11705 9.82779 2.22392
C -1.94925 7.55668 1.61814
C -2.50681 6.33968 1.71376
O -1.97316 5.27490 1.12564
H -5.27019 7.08233 3.75472
H -3.70635 10.28057 3.44387
H -1.04246 7.73236 1.05708
H -2.53318 4.47185 1.31001
O -2.17976 2.41711 9.15111
C -2.28009 2.25797 7.94951
C -2.10862 3.32571 6.97716
C -2.25383 3.06318 5.67196
O -2.11560 3.98243 4.72151
C -2.59152 1.68907 5.17296
O -2.71248 1.55950 3.97102
C -2.74287 0.61525 6.13926
C -2.59630 0.87562 7.44544
O -2.71800 -0.05550 8.38411
H -1.86710 4.31138 7.34885
H -2.28878 3.52121 3.87272
H -2.97051 -0.37277 5.76451
H -2.56727 0.39890 9.23494
O 6.63426 1.16714 6.78899
C 5.73506 1.15384 5.97164
C 4.53006 1.96403 6.08072
C 3.57877 1.87508 5.14186
O 2.45535 2.58520 5.18239
C 3.71690 0.95291 3.96432
O 2.80844 0.90028 3.15474
C 4.92616 0.16365 3.84326
C 5.87886 0.25076 4.77845
O 7.00490 -0.45015 4.71879
H 4.44268 2.62146 6.93398
H 1.94532 2.32850 4.39135
H 5.01563 -0.48535 2.98575
H 7.51599 -0.20622 5.51474
O -3.51678 -9.74085 -9.28317
C -3.01539 -8.64940 -9.07784
C -3.58709 -7.65121 -8.19659
C -2.98498 -6.46096 -8.03094
O -3.49554 -5.53699 -7.22451
C -1.69713 -6.12858 -8.76091
O -1.19172 -5.03656 -8.59945
C -1.11795 -7.14753 -9.62725
C -1.72832 -8.32826 -9.77845
O -1.24828 -9.29652 -10.55318
H -4.50555 -7.90503 -7.68692
H -2.92205 -4.73403 -7.23193
H -0.19179 -6.90755 -10.12993
H -1.88431 -10.03386 -10.48190
```

Output
**Gap between HOMO and LUMO**: 7.4466 eV
**Electronic energy**: -4490.605613 Eh
**HOMO energy**: -9.3 eV

Atomic partial charges in e from the Löwdin method, atoms 1 to 4: atom 1 (C): -0.029, atom 2 (C): -0.371, atom 3 (O): -0.035, atom 4 (C): -0.108

=====

2.
Computed, not measured: a structure of composition C26H26ClN4SbSe4Sn at a distorted geometry, with the ωB97M-V functional and the def2-TZVPD basis.

XYZ file:
```
63
Properties=species:S:1:pos:R:3
Sn 0.09710 0.37650 -0.86470
C -0.31280 -3.07670 -0.41310
C 0.97270 -3.49600 -1.12950
C 1.47160 -2.53140 -2.16880
C 1.22520 -2.74830 -3.52060
C 1.70570 -1.84400 -4.44840
C 2.42030 -0.74200 -4.00390
C 2.62730 -0.61490 -2.64340
N 2.17220 -1.48460 -1.74740
N -0.22780 -1.88700 0.40980
C -1.42710 -1.74150 1.20590
C -2.52450 -1.02120 0.47860
C -3.82630 -1.49450 0.44310
C -4.79210 -0.76030 -0.22650
C -4.44090 0.44340 -0.81110
C -3.12000 0.84070 -0.72770
N -2.19490 0.12980 -0.09980
C 0.95770 -1.78220 1.23310
C 0.97800 -0.47870 1.97560
C 1.19600 -0.47850 3.32130
C 1.43790 0.76470 3.97710
C 1.25690 1.90330 3.30270
C 0.66910 1.88790 1.92600
N 0.86290 0.63340 1.23090
H -0.63050 -3.93820 0.20890
H -1.08710 -2.90040 -1.16530
H 0.74280 -4.44080 -1.62550
H 1.75470 -3.68300 -0.38850
H 0.62620 -3.59110 -3.82750
H 1.49550 -1.97450 -5.50100
H 2.77520 0.01600 -4.68890
H 3.15890 0.23890 -2.22860
H -1.15630 -1.14240 2.08330
H -1.79200 -2.71660 1.57440
H -4.06530 -2.44120 0.91030
H -5.80410 -1.13230 -0.30520
H -5.13890 1.03190 -1.38680
H -2.78640 1.75800 -1.20190
H 1.82470 -1.80170 0.57260
H 1.03290 -2.61900 1.94860
H 1.28370 -1.41010 3.86120
H 1.80980 0.76310 4.99770
H 1.48410 2.87100 3.72780
H 1.14460 2.67870 1.32720
Se -0.38630 3.08880 -3.53940
Sb -1.99110 1.06100 -4.57320
Se 0.25500 2.89420 -1.32450
Se -1.72170 -1.12760 -3.30690
Se -4.31340 1.69880 -4.10110
Cl -1.91590 1.00860 4.56300
C -1.84300 2.70360 4.20730
C -2.33690 3.57950 5.15530
C -2.31260 4.94010 4.90620
C -1.79640 5.41020 3.70740
C -1.30620 4.52280 2.76910
C -1.32890 3.14550 2.99000
C -0.87280 2.18890 1.96260
H -2.75610 3.18090 6.06640
H -2.69960 5.62180 5.65100
H -1.80420 6.47170 3.49730
H -0.91160 4.88420 1.82980
H -1.15890 2.56520 0.97910
H -1.35300 1.22160 2.11710
```

Output
**Gap between HOMO and LUMO**: 4.3321 eV
**Total charge**: -2
**Electronic energy**: -11745.978532 Eh
**Energy relative to the best compared isomer or geometry (same formula, charge and spin)**: 0.000 eV
**HOMO energy**: -0.2 eV

Atomic partial charges in e from the Löwdin method, atoms 1 to 4: atom 1 (Sn): 0.848, atom 2 (C): -0.200, atom 3 (C): -0.125, atom 4 (C): -0.345

=====

3.
Computed, not measured: the ion C4H5O3S2 with charge -1 at a distorted geometry, with the ωB97M-V functional and the def2-TZVPD basis.

XYZ file:
```
14
Properties=species:S:1:pos:R:3
C 1.40213 0.98965 0.09490
C -2.65069 0.44860 -0.05489
C 0.24560 0.88655 0.65165
C 2.20613 -0.20043 -0.45808
O -0.42470 -1.68919 1.75612
O -0.78592 -1.47900 -0.68872
O -2.19370 -0.27640 0.88512
S -4.13691 1.10422 0.00655
S -0.56104 -0.81507 0.63150
H 1.84260 1.91044 -0.21693
H -2.07323 0.62962 -0.94940
H 1.63406 -0.69089 -1.24351
H 3.20124 0.05596 -0.76331
H 2.29442 -0.87405 0.34900
```

Output
**Gap between HOMO and LUMO (spin up / spin down)**: 5.3077 / 4.9077 eV
**Total charge**: -1
**Electronic energy**: -1177.335974 Eh
**<S²>**: 2.0050
**HOMO energy (spin up / spin down)**: -2.1 / -3.9 eV
**2S+1**: 3

Atomic partial charges in e from the Löwdin method, atoms 1 to 4: atom 1 (C): -0.333, atom 2 (C): -0.935, atom 3 (C): -0.182, atom 4 (C): -0.137